(1)
# C39H29Cl2N9O9Y

C39H29Cl2N9O9Y as an isolated structure at a distorted geometry (the ωB97M-V functional and the def2-TZVPD basis, OMol25).

Computed properties:
net charge	-1

Each line ends with the Löwdin charge.
Geometry (Å):
Y (0.672469, -0.208361, 0.264935)  1.58
Cl (-3.327998, -6.091608, 1.726796)  0.61
C (-2.947138, -4.378301, 1.641210)  -0.69
C (-1.595372, -3.968439, 1.641911)  -0.06
C (-1.210880, -2.612786, 1.593835)  -0.25
N (0.077876, -2.165335, 1.756558)  0.03
C (0.924163, -2.854935, 2.575879)  -0.48
O (0.715514, -3.882993, 3.192831)  0.02
C (2.278607, -2.231149, 2.728180)  -0.19
C (3.206698, -3.000174, 3.423500)  -0.02
C (4.459189, -2.498837, 3.643367)  -0.06
C (4.739079, -1.179293, 3.203528)  -0.05
C (3.749972, -0.537764, 2.493841)  -0.13
N (2.541191, -1.038721, 2.196258)  0.09
C (-2.218298, -1.615976, 1.370831)  -0.21
C (-3.560296, -2.006493, 1.543492)  -0.06
C (-3.893272, -3.358145, 1.668066)  -0.72
Cl (-5.561554, -3.700252, 1.985287)  0.65
N (-1.777262, -0.327252, 1.047129)  0.04
C (-2.714337, 0.547630, 0.622197)  -0.48
O (-3.933059, 0.378829, 0.483618)  0.00
C (-2.234860, 1.938129, 0.320117)  -0.17
C (-3.174387, 2.887694, -0.135581)  0.02
C (-2.817458, 4.215155, -0.206072)  -0.07
C (-1.530551, 4.563561, 0.194507)  -0.08
C (-0.696269, 3.557159, 0.599843)  -0.15
N (-1.006362, 2.272563, 0.691118)  0.10
H (-0.805906, -4.694317, 1.805764)  0.10
H (2.901816, -3.997482, 3.754126)  0.12
H (5.239724, -3.081751, 4.159253)  0.11
H (5.728215, -0.699159, 3.433542)  0.12
H (3.822225, 0.455599, 2.146255)  0.09
H (-4.393570, -1.358692, 1.498008)  0.08
H (-4.170689, 2.604188, -0.366351)  0.11
H (-3.546530, 4.942710, -0.531505)  0.11
H (-1.184589, 5.549821, 0.253545)  0.09
H (0.327996, 3.849759, 0.912801)  0.11
O (4.964932, 0.465403, -1.007731)  -0.01
C (3.848991, -0.010725, -0.769796)  -0.49
N (2.753985, 0.709409, -0.406923)  -0.07
C (3.048869, 2.080805, -0.037984)  -0.19
C (2.452842, 2.412610, 1.261792)  -0.31
C (2.795031, 3.577589, 1.936822)  -0.05
C (2.220687, 3.836787, 3.135687)  -0.07
C (1.222447, 2.972256, 3.688441)  -0.04
C (0.916460, 1.879269, 2.901536)  -0.14
N (1.506806, 1.592040, 1.722264)  0.00
C (3.627495, -1.517314, -0.833447)  -0.18
C (4.710828, -2.403075, -0.905015)  0.01
C (4.414132, -3.752144, -0.864577)  -0.07
C (3.104027, -4.169918, -0.861489)  -0.07
C (2.149542, -3.206208, -0.782821)  -0.13
N (2.374560, -1.900554, -0.702816)  0.07
H (4.148411, 2.309651, 0.045239)  0.13
H (2.697799, 2.795202, -0.784167)  0.13
H (3.514740, 4.241835, 1.410778)  0.14
H (2.572286, 4.671671, 3.729108)  0.10
H (0.811838, 3.032613, 4.682819)  0.10
H (0.157586, 1.136049, 3.183556)  0.12
H (5.715769, -2.085921, -0.989872)  0.10
H (5.214395, -4.527361, -0.929792)  0.12
H (2.926783, -5.227407, -0.940804)  0.10
H (1.126109, -3.582149, -0.849225)  0.11
O (0.027503, 0.125074, -3.548352)  0.07
C (-0.185829, 1.001293, -2.730727)  -0.61
O (0.172310, 1.072025, -1.486696)  -0.18
C (-0.997425, 2.170734, -3.183652)  -0.11
C (-0.748610, 3.506946, -2.780431)  0.01
C (-1.686863, 4.516664, -3.102146)  -0.08
C (-2.702554, 4.320416, -4.041616)  -0.02
C (-2.823377, 3.020265, -4.464689)  -0.12
C (-2.079972, 1.921295, -3.995156)  0.06
N (-3.938748, 2.687947, -5.430949)  -0.37
O (-4.592790, 3.629416, -5.804984)  0.05
O (-4.120126, 1.552667, -5.753867)  0.08
H (0.055686, 3.591278, -2.048885)  0.11
H (-1.662001, 5.481161, -2.563899)  0.11
H (-3.450776, 5.078336, -4.196054)  0.11
H (-2.271943, 0.892244, -4.301547)  0.13
N (-3.873079, -2.868259, -1.648062)  0.04
C (-2.446574, -3.176490, -1.585935)  -0.15
C (-1.671526, -1.947482, -1.480918)  -0.50
O (-2.356676, -0.887714, -1.836340)  0.14
O (-0.470624, -1.943974, -1.203484)  -0.01
H (-4.322918, -3.635118, -2.155120)  0.09
H (-3.255594, -1.165686, -2.057493)  0.10
H (-4.304191, -2.850835, -0.710721)  0.07
H (-2.129207, -3.810743, -2.448681)  0.16
H (-2.245577, -3.886496, -0.803835)  0.10

Forces on atoms 1 to 2 (eV/Å):
Y -0.241 -0.636 -0.015
Cl 0.003 0.632 -0.037


(2)
# C39H29F9N4O6S2Ti

C39H29F9N4O6S2Ti as an isolated structure at a distorted geometry (the ωB97M-V functional and the def2-TZVPD basis, OMol25).

Each line ends with the Löwdin charge.
Geometry (Å):
Ti (-1.211786, 1.387382, -0.764899)  1.14
C (3.146413, -1.601901, -4.201364)  -0.06
O (3.790227, -0.445874, -3.618435)  0.01
C (3.028729, -0.091305, -2.562724)  -0.29
N (1.936021, -0.705975, -2.375028)  0.17
C (1.788016, -1.669181, -3.486485)  -0.22
C (1.307965, -3.015351, -2.986883)  -0.17
C (0.065280, -3.046059, -2.357755)  -0.06
C (-0.458962, -4.228083, -1.868863)  -0.07
C (0.257613, -5.410579, -2.004659)  -0.08
C (1.492244, -5.393355, -2.631907)  -0.08
C (2.015646, -4.201330, -3.122889)  -0.03
C (3.537390, 1.042413, -1.754300)  -0.17
C (4.535455, 1.875054, -2.246530)  0.02
C (4.907540, 2.968120, -1.483650)  -0.02
C (4.273438, 3.194347, -0.274121)  0.03
C (3.289215, 2.299693, 0.124546)  -0.17
N (2.937062, 1.234441, -0.587025)  0.20
C (2.503712, 2.526680, 1.359345)  -0.32
N (1.385003, 1.981881, 1.602819)  0.16
C (0.894079, 2.517675, 2.876076)  -0.23
C (2.027402, 3.473909, 3.320151)  -0.05
O (3.002701, 3.401762, 2.250584)  0.01
C (0.575915, 1.411297, 3.853094)  -0.19
C (-0.583928, 1.463460, 4.613646)  -0.04
C (-0.874762, 0.455911, 5.524336)  -0.08
C (-0.007403, -0.614893, 5.674842)  -0.09
C (1.148313, -0.680216, 4.906191)  -0.08
C (1.437966, 0.327960, 4.001409)  -0.03
H (3.791205, -2.458734, -4.014702)  0.11
H (3.061700, -1.435503, -5.271981)  0.13
H (1.008147, -1.270866, -4.143863)  0.15
H (-0.490534, -2.123878, -2.244150)  0.10
H (-1.423017, -4.223801, -1.375600)  0.11
H (-0.146531, -6.339497, -1.623490)  0.10
H (2.055312, -6.310445, -2.748844)  0.10
H (2.977975, -4.225523, -3.616753)  0.10
H (4.988576, 1.669955, -3.205314)  0.12
H (5.670174, 3.648264, -1.837860)  0.12
H (4.506590, 4.049707, 0.342981)  0.12
H (-0.021363, 3.079245, 2.675683)  0.13
H (2.514524, 3.159473, 4.241945)  0.13
H (1.703106, 4.508463, 3.402594)  0.13
H (-1.278724, 2.284424, 4.472206)  0.11
H (-1.785285, 0.507912, 6.108335)  0.10
H (-0.234369, -1.403594, 6.381154)  0.10
H (1.818202, -1.524732, 5.005677)  0.10
H (2.329532, 0.262592, 3.387944)  0.12
N (0.208572, 0.004661, -0.091153)  0.01
C (-0.088397, -1.102073, 0.780441)  -0.20
C (0.788164, -2.179280, 0.729596)  -0.03
C (0.615321, -3.274915, 1.552330)  -0.07
C (-0.438982, -3.276952, 2.450938)  -0.08
C (-1.294438, -2.193601, 2.513462)  -0.03
C (-1.162969, -1.075294, 1.679517)  -0.09
C (-2.087232, 0.090827, 1.839844)  -0.16
C (-3.152884, 0.008103, 2.742123)  -0.04
C (-3.963770, 1.095757, 3.024251)  -0.07
C (-3.720873, 2.323176, 2.430478)  -0.07
C (-2.698012, 2.419121, 1.500230)  -0.10
C (-1.909760, 1.314728, 1.164308)  -0.15
H (0.778525, 0.689867, 0.454166)  0.06
H (0.834404, -0.292809, -0.859779)  0.06
H (1.609208, -2.142616, 0.024677)  0.11
H (1.297525, -4.112883, 1.490787)  0.11
H (-0.588407, -4.113802, 3.121044)  0.10
H (-2.075507, -2.217127, 3.256450)  0.10
H (-3.375271, -0.920289, 3.245648)  0.10
H (-4.784459, 0.976898, 3.720690)  0.11
H (-4.328483, 3.187561, 2.665005)  0.11
H (-2.528560, 3.365130, 1.001896)  0.09
F (-3.568644, -2.179469, -1.899217)  0.18
C (-3.406411, -1.418045, -2.979016)  -0.55
F (-2.293350, -1.833146, -3.601480)  0.16
F (-4.441767, -1.625320, -3.796588)  0.18
C (-3.252480, 0.077500, -2.581855)  -0.24
O (-2.384286, 0.133825, -1.524926)  -0.16
C (-4.628364, 0.658499, -2.150449)  -0.55
F (-5.425063, 0.866236, -3.204444)  0.18
F (-4.460852, 1.810895, -1.505140)  0.18
F (-5.250161, -0.183913, -1.320931)  0.18
C (-2.673666, 0.891986, -3.795293)  -0.54
F (-3.096823, 2.154093, -3.789401)  0.19
F (-2.987890, 0.357033, -4.973708)  0.19
F (-1.333753, 0.915549, -3.685269)  0.15
O (-0.307850, 4.201396, -2.925617)  -0.32
S (-0.362966, 3.756859, -1.570609)  0.10
O (0.353363, 2.383853, -1.402932)  -0.48
O (-1.784609, 3.165121, -1.243749)  -0.48
S (0.180136, 4.981518, -0.201807)  0.34

Forces on atoms 1 to 2 (eV/Å):
Ti -0.811 -0.640 0.269
C 0.008 0.035 -0.001


(3)
# C39H30BF4O25

A 8-piece molecular cluster, C39H30BF4O25 overall at a distorted geometry (the ωB97M-V functional and the def2-TZVPD basis, OMol25).

Computed properties:
net charge	-1

Each line ends with the Löwdin charge.
Geometry (Å):
B (-1.397779, 0.544515, 0.214314)  -1.32
F (-2.134130, 0.911089, 1.314912)  0.14
F (-0.349795, 1.384774, 0.104419)  0.15
F (-0.777993, -0.719459, 0.283353)  0.10
F (-2.149053, 0.674321, -1.016346)  0.06
C (2.283347, 0.965978, -6.022793)  0.11
C (2.558032, -0.321232, -6.868885)  -0.12
C (1.859533, -1.593629, -6.653735)  -0.35
O (2.187995, -2.545072, -7.433995)  0.05
C (0.716224, -1.693018, -5.745948)  0.11
C (0.422609, -0.418384, -4.921128)  -0.06
C (1.247221, 0.804753, -4.991856)  -0.34
O (0.989831, 1.713353, -4.117792)  0.04
O (-0.676137, -0.477813, -3.984388)  0.13
O (3.557184, -0.262145, -7.799724)  0.11
H (2.748665, 1.960737, -6.319150)  0.13
H (0.122612, -2.615449, -5.684357)  0.12
H (-0.511233, 0.162162, -3.454545)  -0.03
H (3.712107, -0.928528, -8.389220)  0.06
C (6.002166, 4.471540, -1.123761)  0.09
C (5.897655, 3.999376, -2.606642)  -0.15
C (4.796905, 3.254836, -3.103580)  -0.44
O (4.688623, 2.890864, -4.223469)  0.13
C (3.707903, 2.938837, -2.108729)  0.11
C (3.616148, 3.522691, -0.669024)  -0.11
C (4.927374, 4.256006, -0.228965)  -0.36
O (5.019451, 4.776009, 0.894896)  0.08
O (2.499048, 3.415122, 0.035532)  0.15
O (6.956224, 4.343525, -3.414488)  0.02
H (6.992204, 4.994160, -0.795934)  0.15
H (2.888648, 2.587877, -2.528441)  0.03
H (2.137112, 2.753622, -0.522028)  0.09
H (7.045745, 3.818784, -4.336445)  0.20
C (5.606244, -0.113370, -3.024256)  0.09
C (6.046361, 0.403696, -1.679322)  -0.16
C (5.157115, 0.392139, -0.514624)  -0.38
O (5.485620, 0.471288, 0.619803)  0.14
C (3.756175, -0.204491, -0.720237)  0.13
C (3.353264, -0.684328, -2.082773)  -0.16
C (4.326886, -0.713138, -3.175526)  -0.31
O (4.077936, -1.334248, -4.281804)  0.06
O (2.094643, -1.136160, -2.265915)  0.08
O (7.263028, 0.924542, -1.396511)  0.06
H (6.140181, 0.148697, -3.877927)  0.10
H (3.077711, -0.058959, -0.047840)  0.04
H (1.532465, -1.112829, -1.421438)  0.17
H (7.334287, 1.113611, -0.375744)  0.17
C (-0.191635, -2.415648, 5.424753)  0.14
C (-0.734781, -1.836036, 4.023146)  -0.07
C (-2.035518, -2.146776, 3.600017)  -0.41
O (-2.397785, -1.778916, 2.450899)  0.07
C (-2.863874, -2.935487, 4.402790)  0.09
C (-2.372050, -3.661890, 5.627246)  -0.22
C (-1.062909, -3.352628, 6.136707)  -0.38
O (-0.697497, -3.590638, 7.282368)  0.10
O (-3.113914, -4.416099, 6.309717)  0.21
O (-0.057408, -0.946828, 3.179247)  0.08
H (0.810856, -2.125753, 5.598017)  0.09
H (-3.903065, -3.134164, 3.919481)  0.15
H (-3.885427, -4.540326, 5.915290)  0.06
H (-0.333246, -0.658258, 2.295076)  0.09
C (-2.010162, 5.964066, 4.413963)  0.08
C (-2.379325, 6.626063, 3.065878)  -0.07
C (-2.387689, 5.843317, 1.786072)  -0.38
O (-2.826040, 6.328979, 0.774487)  0.11
C (-1.933629, 4.425883, 2.004928)  0.09
C (-1.574913, 3.811879, 3.274048)  -0.17
C (-1.686676, 4.611902, 4.493855)  -0.36
O (-1.425024, 4.136025, 5.663046)  0.06
O (-1.335056, 2.447651, 3.423219)  0.06
O (-2.607609, 8.004784, 2.932392)  0.11
H (-2.026042, 6.725875, 5.223975)  0.13
H (-1.870169, 3.735690, 1.013824)  0.17
H (-1.468987, 1.988562, 2.527313)  0.10
H (-2.529703, 8.274578, 2.120144)  0.00
C (-1.563277, -5.924606, -0.632424)  0.09
C (-2.154132, -4.786447, 0.153561)  -0.10
C (-3.155702, -5.092229, 1.179273)  -0.39
O (-3.886393, -4.194762, 1.608083)  0.07
C (-3.403951, -6.437583, 1.538345)  0.08
C (-2.854400, -7.633731, 0.656375)  -0.08
C (-1.900153, -7.297610, -0.515522)  -0.40
O (-1.487842, -8.187165, -1.221721)  0.11
O (-3.079462, -8.913906, 1.057210)  0.05
O (-1.996277, -3.446959, -0.105153)  0.11
H (-1.091836, -5.717727, -1.530845)  0.09
H (-3.941174, -6.545402, 2.352595)  0.04
H (-3.688762, -8.677274, 1.928600)  0.20
H (-2.604074, -2.942287, 0.466540)  0.09
C (-5.893173, 0.990326, 2.567773)  -0.01
C (-6.460732, 0.357090, 1.257361)  -0.48
O (-7.631214, 0.638300, 0.912830)  0.01
C (-5.626590, -0.530258, 0.511641)  -0.02
H (-5.453923, 2.009261, 2.182119)  0.13
H (-5.159654, 0.309100, 3.018592)  0.07
H (-6.677255, 1.117646, 3.267921)  0.05
H (-4.836518, 0.059046, 0.425255)  0.03
H (-6.151270, -0.708585, -0.412295)  0.10
H (-5.239318, -1.496699, 0.914046)  0.12

Forces on atoms 1 to 2 (eV/Å):
B -0.187 -0.385 -2.755
F -0.858 -0.207 0.928


no.,LUMO (eV)
1,1.9883
2,-0.4821
3,-0.4440